Entry 1:
{
  "formula": "C4H8OS",
  "method": "the ωB97M-V functional and the def2-TZVPD basis",
  "elements": ["C", "C", "C", "O", "C", "S", "H", "H", "H", "H", "H", "H", "H", "H"],
  "xyz": [[1.34091, -0.97386, -0.50938], [0.77997, -0.19030, 0.52646], [0.00051, 0.96191, -0.03853], [0.48329, 1.73593, -0.83287], [-1.43324, 1.06551, 0.27232], [-2.47028, -0.33669, -0.40027], [2.09194, -0.39730, -1.05116], [1.86308, -1.86823, -0.10617], [0.63982, -1.36396, -1.25958], [1.42691, 0.30760, 1.21293], [0.10104, -0.76741, 1.20219], [-1.79046, 2.06267, -0.10706], [-1.57645, 1.04293, 1.37432], [-1.45703, -1.27879, -0.28319]],
  "mulliken_charge": [-1.09, -0.47, 0.60, -0.57, -0.65, -0.18, 0.30, 0.31, 0.32, 0.32, 0.34, 0.35, 0.31, 0.11],
  "e_lumo_ev": 0.6,
  "e_homo_ha": -0.3435,
  "spin_multiplicity": 1,
  "charge": 0,
  "de_lowest_ev": 0.7016
}


Entry 2:
{
  "formula": "C3H6N2O2",
  "method": "the ωB97M-V functional and the def2-TZVPD basis",
  "elements": ["C", "N", "N", "C", "O", "C", "O", "H", "H", "H", "H", "H", "H"],
  "xyz": [[0.47489, 1.85028, 0.46534], [0.24525, 0.94534, -0.71278], [-0.08558, -0.29897, -0.00790], [-1.39095, -0.70325, 0.12622], [-2.43912, -0.12030, -0.14601], [0.89248, -1.13657, 0.19333], [2.07594, -0.86646, -0.13703], [0.66434, 2.85026, 0.01394], [1.41890, 1.39317, 0.98671], [-0.48351, 2.00537, 1.11980], [1.21924, 0.77483, -0.92736], [-1.48469, -1.70768, 0.59443], [0.59500, -2.00920, 0.81210]],
  "mulliken_charge": [-0.67, -0.48, 0.40, 0.08, -0.47, 0.12, -0.59, 0.28, 0.30, 0.23, 0.34, 0.20, 0.28],
  "e_lumo_ev": 0.6,
  "e_homo_ha": -0.3835,
  "spin_multiplicity": 1,
  "charge": 0,
  "de_lowest_ev": 3.1980
}


Entry 3:
{
  "formula": "C33H59N3OS2",
  "method": "the ωB97M-V functional and the def2-TZVPD basis",
  "elements": ["C", "C", "C", "C", "C", "C", "C", "C", "N", "C", "C", "C", "C", "C", "C", "C", "C", "C", "S", "S", "C", "C", "C", "C", "C", "N", "C", "O", "C", "C", "C", "C", "C", "C", "N", "C", "C", "C", "C", "H", "H", "H", "H", "H", "H", "H", "H", "H", "H", "H", "H", "H", "H", "H", "H", "H", "H", "H", "H", "H", "H", "H", "H", "H", "H", "H", "H", "H", "H", "H", "H", "H", "H", "H", "H", "H", "H", "H", "H", "H", "H", "H", "H", "H", "H", "H", "H", "H", "H", "H", "H", "H", "H", "H", "H", "H", "H", "H"],
  "xyz": [[9.23676, -3.32855, 0.69104], [8.31589, -3.80111, -0.45116], [6.82935, -3.55078, -0.17988], [6.46652, -2.06674, -0.06219], [6.48556, -1.32435, -1.40718], [5.55836, -0.09741, -1.43634], [4.34903, -0.28950, -2.35653], [3.31870, 0.83894, -2.20232], [1.91615, 0.43832, -2.04853], [1.64388, -0.32947, -0.82970], [1.45411, 0.55399, 0.42580], [0.95394, 1.98846, 0.18652], [1.88028, 3.05546, 0.78232], [1.64430, 3.25357, 2.29221], [2.92020, 3.55643, 3.08077], [3.59824, 4.86799, 2.66202], [5.07088, 4.96100, 3.11767], [1.34176, -0.08257, -3.22015], [1.34179, -1.63652, -3.66704], [0.56843, 1.15508, -4.29176], [-1.13521, 0.79036, -3.81471], [-1.38019, 0.98790, -2.32394], [-2.86872, 0.90562, -1.92442], [-3.10966, -0.16050, -0.85197], [-2.83883, -1.56321, -1.41165], [-2.24433, 0.08829, 0.33719], [-3.07765, 0.47136, 1.44015], [-2.71999, 0.43663, 2.58264], [-4.41820, 0.88469, 0.87535], [-4.53421, -0.15886, -0.23032], [-5.73280, -0.11889, -1.18061], [-7.01078, 0.52831, -0.63037], [-7.92934, -0.33032, 0.27455], [-7.30537, -1.60528, 0.82628], [-8.21857, -2.33077, 1.69712], [-8.09085, -3.66552, 1.96916], [-9.07399, -4.03059, 2.84568], [-9.83792, -2.86594, 3.12250], [-9.28485, -1.84223, 2.40138], [9.90080, -2.52267, 0.37866], [9.86178, -4.14594, 1.05399], [8.65726, -2.97694, 1.54749], [8.59225, -3.30422, -1.38410], [8.45900, -4.87332, -0.59859], [6.24993, -3.96061, -1.01343], [6.53019, -4.08144, 0.72816], [7.13724, -1.56340, 0.63928], [5.45429, -2.00112, 0.35188], [6.23640, -2.02174, -2.21267], [7.50899, -0.98757, -1.59941], [5.19751, 0.10002, -0.41943], [6.11537, 0.79478, -1.73605], [3.89932, -1.25641, -2.11300], [4.70335, -0.34897, -3.38750], [3.37321, 1.50560, -3.06869], [3.56854, 1.44663, -1.32760], [0.75231, -0.93509, -0.99590], [2.44410, -1.04958, -0.62239], [2.38757, 0.57439, 0.99668], [0.74161, 0.01707, 1.05882], [-0.01364, 2.10529, 0.69282], [0.78178, 2.17014, -0.87338], [2.92653, 2.76176, 0.64348], [1.71034, 4.00472, 0.26945], [1.17533, 2.35845, 2.71392], [0.93658, 4.07410, 2.45350], [3.62766, 2.72996, 2.94795], [2.67539, 3.62501, 4.14521], [3.04304, 5.69737, 3.10701], [3.55096, 4.97908, 1.57747], [5.24205, 5.81244, 3.77604], [5.73782, 5.08090, 2.26147], [5.38292, 4.05074, 3.63267], [-1.76491, 1.46290, -4.39999], [-1.35390, -0.23866, -4.11287], [-0.83149, 0.21407, -1.78470], [-0.96162, 1.95301, -2.03694], [-3.15785, 1.87880, -1.51134], [-3.50200, 0.72964, -2.79647], [-2.69222, -2.25812, -0.58420], [-1.96980, -1.60256, -2.06988], [-3.70874, -1.90114, -1.98205], [-1.57716, 0.84532, 0.21881], [-5.22086, 0.91764, 1.60694], [-4.24277, 1.88273, 0.45628], [-4.55107, -1.11847, 0.30666], [-5.45793, 0.43644, -2.08204], [-5.95634, -1.13321, -1.52135], [-7.60373, 0.82971, -1.49716], [-6.76315, 1.45872, -0.11496], [-8.23177, 0.27747, 1.13042], [-8.85097, -0.57241, -0.25943], [-7.03138, -2.29228, 0.02428], [-6.41155, -1.34669, 1.40135], [-7.30393, -4.24627, 1.51178], [-9.22292, -5.01943, 3.24869], [-10.68739, -2.79289, 3.78177], [-9.57504, -0.80701, 2.35302]],
  "mulliken_charge": [-1.14, -0.37, -1.08, -0.27, -1.03, -0.56, -0.57, -0.95, 0.54, -0.75, -1.02, -0.23, -1.09, -0.61, -1.10, -0.28, -1.17, 0.08, -0.16, -0.22, -1.05, 0.74, -1.34, 1.70, -2.01, -0.06, 0.01, -0.62, -0.65, -0.15, -0.67, -1.31, -0.66, -0.39, 0.39, -0.44, -0.54, -0.61, -0.31, 0.27, 0.34, 0.32, 0.27, 0.40, 0.39, 0.35, 0.32, 0.32, 0.50, 0.32, 0.35, 0.37, 0.45, 0.29, 0.52, -0.03, 0.37, 0.39, 0.55, 0.38, 0.50, 0.11, 0.29, 0.49, 0.44, 0.36, 0.43, 0.44, 0.37, 0.24, 0.29, 0.30, 0.34, 0.48, 0.33, -0.78, 0.46, 0.22, 0.61, 0.47, 0.36, 0.33, -0.16, 0.50, 0.34, 0.45, 0.46, 0.27, 0.47, 0.39, 0.29, 0.41, 0.35, 0.27, 0.31, 0.41, 0.41, 0.28],
  "e_lumo_ev": -0.5,
  "e_homo_ha": -0.3027,
  "spin_multiplicity": 1,
  "charge": 0
}


Entry 4:
{
  "formula": "C43H46F2N4O3STi",
  "method": "the ωB97M-V functional and the def2-TZVPD basis",
  "elements": ["Ti", "C", "C", "C", "C", "C", "N", "C", "C", "C", "N", "C", "C", "C", "C", "C", "C", "C", "C", "N", "C", "C", "C", "N", "C", "C", "C", "C", "O", "C", "O", "H", "H", "H", "H", "H", "H", "H", "H", "H", "H", "H", "H", "H", "H", "H", "H", "H", "H", "H", "H", "H", "H", "H", "H", "H", "H", "H", "H", "C", "C", "C", "C", "C", "C", "C", "C", "C", "C", "H", "H", "H", "H", "H", "H", "H", "F", "C", "F", "H", "C", "C", "C", "C", "C", "C", "C", "S", "C", "O", "H", "H", "H", "H", "H", "H", "H", "H", "H", "H"],
  "xyz": [[-0.57403, 0.02901, -0.39050], [5.93516, -1.60813, 2.97370], [4.61284, -1.59722, 2.25478], [3.86995, -2.72958, 2.04993], [2.65514, -2.73308, 1.32360], [2.15763, -4.06197, 1.13826], [1.57706, -4.59242, 0.11320], [1.42593, -3.96092, -1.19514], [2.74454, -3.92524, -1.96596], [2.59433, -3.07349, -3.21831], [2.39546, -1.67466, -2.87530], [2.46635, -0.74429, -3.88397], [1.81029, 0.49430, -3.91574], [2.03170, 1.37080, -5.00709], [1.41687, 2.60522, -5.13819], [1.67525, 3.47680, -6.33957], [0.54781, 3.01600, -4.14026], [0.28398, 2.18714, -3.03262], [-0.55588, 2.69183, -1.98332], [-0.94682, 2.08399, -0.91956], [-1.56936, 2.92560, 0.10649], [-0.61256, 3.08226, 1.30468], [0.83877, 2.83379, 0.92178], [1.10226, 1.39342, 0.73865], [2.26694, 1.02639, 1.08443], [2.79751, -0.32482, 1.19507], [4.03340, -0.40620, 1.81311], [2.04911, -1.50195, 0.88120], [0.87708, -1.47160, 0.36102], [0.89102, 0.93577, -2.90892], [0.62202, 0.17045, -1.86453], [6.37276, -2.60528, 2.98082], [5.82405, -1.28583, 4.01088], [6.64596, -0.93523, 2.49435], [4.24671, -3.68157, 2.41253], [2.36306, -4.76645, 1.94111], [1.32110, -5.56726, 0.19103], [1.05415, -2.96546, -1.00825], [0.65929, -4.50591, -1.73951], [3.04589, -4.93630, -2.24984], [3.53073, -3.50009, -1.33650], [1.76442, -3.45674, -3.82801], [3.50126, -3.14965, -3.81981], [1.61745, -1.49742, -2.25302], [3.13025, -0.99125, -4.70414], [2.71963, 1.04689, -5.78094], [2.51426, 3.10262, -6.92453], [1.90118, 4.50145, -6.04195], [0.80145, 3.51081, -6.99263], [0.06112, 3.98347, -4.20059], [-0.85065, 3.73698, -2.10127], [-2.51001, 2.47622, 0.41815], [-1.78813, 3.90476, -0.32425], [-0.88656, 2.39666, 2.10674], [-0.70721, 4.09304, 1.70284], [1.49829, 3.23050, 1.69733], [1.08246, 3.35427, -0.00745], [2.96864, 1.79021, 1.43721], [4.55736, 0.52366, 2.01535], [-4.42738, 1.12722, -4.43846], [-3.05813, 0.81579, -4.32298], [-2.52420, 0.50350, -3.10407], [-3.30780, 0.48688, -1.92450], [-2.74449, 0.18554, -0.63665], [-3.62116, 0.06684, 0.41170], [-5.01346, 0.29941, 0.27850], [-5.53746, 0.66276, -0.92221], [-4.69415, 0.75390, -2.05974], [-5.22471, 1.08552, -3.33042], [-4.84551, 1.37883, -5.40447], [-2.42571, 0.81751, -5.20219], [-1.47676, 0.23565, -3.04980], [-3.25127, -0.20331, 1.39036], [-5.65334, 0.19957, 1.14724], [-6.59588, 0.86501, -1.03429], [-6.28527, 1.29437, -3.40884], [-1.34385, -2.84076, -0.36280], [-1.32644, -1.83220, -1.33271], [-0.49739, -2.30774, -2.34884], [-2.31667, -1.83904, -1.77812], [-2.54664, 1.96500, 7.76824], [-1.99701, 1.31467, 6.53028], [-0.72234, 0.75691, 6.51524], [-0.22140, 0.15716, 5.36890], [-1.01389, 0.09687, 4.23403], [-2.28561, 0.65342, 4.21774], [-2.76421, 1.25946, 5.36368], [-0.32561, -0.69474, 2.80569], [-1.06587, -2.31772, 2.92724], [-1.08653, -0.08599, 1.63247], [-1.78279, 2.06903, 8.53638], [-3.36290, 1.36980, 8.18115], [-2.94625, 2.95430, 7.54405], [-0.10620, 0.80542, 7.40421], [0.78212, -0.25379, 5.36097], [-2.88099, 0.62876, 3.31334], [-3.75285, 1.70247, 5.35736], [-2.14753, -2.20597, 2.97946], [-0.67731, -2.82487, 3.80957], [-0.78376, -2.82979, 2.00667]],
  "lowdin_spin": [0.03, 0.00, 0.00, 0.00, 0.00, 0.00, 0.00, 0.00, 0.00, 0.02, 0.18, 0.33, 0.03, 0.14, 0.00, -0.01, 0.17, 0.00, 0.00, -0.02, 0.00, 0.00, 0.00, 0.00, 0.00, 0.00, 0.00, 0.00, 0.00, 0.07, 0.02, 0.00, 0.00, 0.00, 0.00, 0.00, 0.00, 0.00, 0.00, 0.00, 0.00, 0.01, 0.00, 0.00, 0.02, 0.01, 0.00, 0.00, 0.00, 0.01, 0.00, 0.00, 0.00, 0.00, 0.00, 0.00, 0.00, 0.00, 0.00, 0.00, 0.00, 0.00, 0.00, 0.00, 0.00, 0.00, 0.00, 0.00, 0.00, 0.00, 0.00, 0.00, 0.00, 0.00, 0.00, 0.00, 0.00, 0.00, 0.00, 0.00, 0.00, 0.00, 0.00, 0.00, 0.00, 0.00, 0.00, 0.00, 0.00, 0.00, 0.00, 0.00, 0.00, 0.00, 0.00, 0.00, 0.00, 0.00, 0.00, 0.00],
  "e_lumo_ev": [-3.2, -3.2],
  "s_squared": 0.793,
  "e_homo_ha": [-0.2812, -0.3521],
  "spin_multiplicity": 2,
  "charge": 1,
  "de_lowest_ev": 0.1242
}


It is found that the electronic energy values, taken in the order of the records, are -630.60913, -377.84181, -2328.64886, -3558.13064 Ha.